(1)
C4H36NO16 | the ωB97M-V functional and the def2-TZVPD basis

Values from the calculation:
Energy above the lowest of the compared OMol25 structures with the same formula, charge and spin in eV: 6.249
LUMO in eV: 2.3523
Net charge: -1
Kohn-Sham gap in eV: 10.04
Calculated total energy in eV: -38982.1593

Last column: natural (NBO) charge in e.
Cartesian coordinates (Å):
1 O -3.2852 -1.1349 -0.4762  -0.686
2 C -2.7785 -0.4419 -1.3430  0.563
3 N -1.4819 0.0349 -1.2742  -0.672
4 C -0.9087 1.0772 -2.1114  -0.237
5 C -1.4104 2.5426 -1.5249  -0.456
6 C -0.5183 2.9550 -0.3893  -0.083
7 O -0.7173 2.1127 0.7559  -0.798
8 H -3.2302 -0.1087 -2.3477  0.123
9 H -0.8458 -0.3522 -0.5567  0.441
10 H -1.2494 0.9159 -3.2762  0.207
11 H 0.2565 0.9270 -2.1358  0.240
12 H -1.3766 3.3901 -2.2583  0.220
13 H -2.5112 2.5366 -1.3601  0.212
14 H 0.5625 2.7256 -0.5823  0.201
15 H -0.7825 4.0124 0.0372  0.198
16 H 2.7914 0.8396 -2.5516  0.448
17 H 0.7945 -2.2321 -3.3983  0.474
18 O 1.2552 -1.4922 -3.1854  -1.009
19 H 1.3079 -2.6555 1.2743  0.470
20 H 0.9534 -4.1185 1.7330  0.469
21 O 1.6583 -3.5003 1.7872  -0.959
22 H 1.6316 -1.6328 -2.2354  0.518
23 H 2.2912 -2.0113 0.1284  0.443
24 O 1.6436 -1.6556 -0.4571  -1.204
25 H 1.6769 0.4482 -3.3487  0.495
26 H 3.5728 2.1248 -1.5208  0.460
27 O 2.4138 1.1748 -3.3697  -0.949
28 H -4.3113 0.6512 1.2862  0.482
29 H -3.2030 1.3020 0.2950  0.475
30 O -4.1528 1.3739 0.6755  -0.961
31 H 3.9903 1.9461 1.6965  0.474
32 H 4.3871 0.4342 2.2031  0.490
33 O 4.7097 1.3449 2.0107  -0.960
34 H -2.8485 -3.0767 -0.2249  0.491
35 H -1.3630 -3.7425 -0.2959  0.488
36 O -2.2798 -3.8664 -0.1610  -1.012
37 H 0.4949 -2.8627 -0.8928  0.505
38 H 0.6459 -4.3443 -1.3551  0.475
39 O 0.0464 -3.5847 -1.2951  -0.987
40 H -0.4606 1.0142 4.1143  0.477
41 H -1.2549 -0.1481 4.8135  0.474
42 O -0.8533 0.7294 4.9351  -0.950
43 H -2.7693 -2.1526 2.1032  0.457
44 H -3.0179 -0.9130 1.2683  0.490
45 O -2.8307 -1.2976 2.1718  -0.973
46 H -0.7710 1.1766 0.5721  0.498
47 H 0.8137 -0.9230 0.6406  0.501
48 O 0.0407 -0.3886 1.0513  -1.005
49 H -1.2528 2.4481 2.6197  0.471
50 H -2.2530 3.2267 2.2034  0.457
51 O -1.5345 3.2491 3.0346  -0.936
52 H 2.9391 -0.7526 -0.3218  0.486
53 H -0.3820 -1.1974 1.4339  0.476
54 O 3.6384 -0.1849 0.1715  -1.000
55 H 3.9694 2.1775 -0.1156  0.474
56 H 4.2326 -0.9098 0.2664  0.452
57 O 3.9166 2.7898 -0.9176  -0.938


(2)
C4H37NO15S | the ωB97M-V functional and the def2-TZVPD basis

Values from the calculation:
Energy above the lowest of the compared OMol25 structures with the same formula, charge and spin in eV: 4.415
LUMO in eV: 4.7433
Net charge: -2
Kohn-Sham gap in eV: 6.81
Calculated total energy in eV: -47786.9973

Last column: natural (NBO) charge in e.
Cartesian coordinates (Å):
1 C 0.9055 -1.1833 -0.8352  -0.208
2 N -0.5290 -0.5999 -1.0099  -0.713
3 C -1.0216 -0.5917 0.4017  0.121
4 O -0.7687 0.5715 1.0499  -0.954
5 C 1.4629 -1.5294 -2.2755  -0.424
6 C 2.9530 -1.0929 -2.4004  -0.474
7 S 4.0013 -2.2904 -1.3180  -0.785
8 H 0.9217 -1.9818 -0.0930  0.188
9 H 1.5702 -0.3382 -0.5525  0.154
10 H -0.4771 0.3876 -1.3237  0.384
11 H -0.7300 -1.4587 1.0468  0.136
12 H -2.0844 -0.6998 0.1633  0.091
13 H 0.8067 -1.2971 -3.1586  0.164
14 H 1.3306 -2.6183 -2.2339  0.211
15 H 3.0341 -0.0364 -2.1253  0.150
16 H 3.2997 -1.2936 -3.4070  0.195
17 H 2.3629 -4.3943 -1.1473  0.495
18 H 1.9861 -3.7268 0.1354  0.465
19 O 1.8342 -4.5326 -0.3474  -0.971
20 H -4.0059 2.3007 -0.2423  0.491
21 H -3.6571 1.1510 -1.1855  0.466
22 O -4.1420 1.9876 -1.1467  -0.958
23 H 1.3278 2.4392 2.5180  0.509
24 H -0.0439 3.0453 2.5623  0.441
25 O 0.8546 3.2043 2.9199  -0.960
26 H -0.6894 0.4526 3.4057  0.474
27 H -0.3645 1.8708 3.7859  0.469
28 O -0.6970 1.0554 4.1772  -0.964
29 H 0.2019 3.5229 -0.5941  0.508
30 H -0.9557 4.4801 -0.1156  0.472
31 O -0.1291 4.4333 -0.6032  -1.001
32 H 1.2047 1.2436 -0.2611  0.499
33 H 2.1283 2.3400 -1.0874  0.502
34 O 1.2421 2.0487 -0.8088  -1.016
35 H 3.7231 -1.4999 1.5631  0.514
36 H 2.4310 -2.3076 1.8418  0.475
37 O 2.8636 -1.4888 2.0533  -0.957
38 H 3.8606 1.3050 -1.2020  0.503
39 H 4.0790 2.6067 -0.2587  0.491
40 O 3.8914 2.2679 -1.1316  -0.966
41 H -3.2268 -2.6684 2.1818  0.459
42 H -3.5536 -1.8793 1.0294  0.485
43 O -3.9206 -2.6338 1.5063  -0.951
44 H -1.6731 1.6165 0.9466  0.501
45 H -1.8881 2.8897 1.9452  0.442
46 O -2.2612 2.5151 1.1370  -1.074
47 H -3.8346 0.4509 1.4839  0.481
48 H -2.3880 0.2997 2.1288  0.504
49 O -3.2082 -0.1346 1.9000  -0.991
50 H -2.2406 -1.4073 -3.6409  0.492
51 H -0.6736 -1.5898 -3.7380  0.473
52 O -1.4944 -1.7257 -4.2112  -0.988
53 H 1.9374 -0.1238 2.0451  0.508
54 H 0.8368 0.8185 1.7971  0.494
55 O 1.7525 0.8378 2.2127  -1.053
56 H -2.7598 -1.1358 -1.2251  0.482
57 H -2.3486 -2.2482 -2.2592  0.489
58 O -3.0370 -1.6341 -1.9988  -0.967


(3)
C4H38NO15 | the ωB97M-V functional and the def2-TZVPD basis

Values from the calculation:
Energy above the lowest of the compared OMol25 structures with the same formula, charge and spin in eV: 1.573
LUMO in eV: 2.5253
Net charge: -1
Kohn-Sham gap in eV: 9.23
Calculated total energy in eV: -36970.7679

Last column: natural (NBO) charge in e.
Cartesian coordinates (Å):
1 C 0.2201 -1.4534 2.5088  -0.066
2 O 1.2663 -2.3933 2.2353  -0.760
3 C 0.7202 -0.0250 2.3654  -0.077
4 C -0.0965 0.8949 3.3132  -0.413
5 C -0.5830 2.2144 2.7335  -0.614
6 N 0.7774 0.4610 0.9941  -0.892
7 H -0.0469 -1.5942 3.5462  0.166
8 H -0.6190 -1.5425 1.8374  0.192
9 H 1.7078 0.0302 2.8007  0.179
10 H 0.4735 1.2204 4.1848  0.195
11 H -0.9803 0.3753 3.6648  0.224
12 H -0.9896 2.8477 3.5348  0.200
13 H 0.1705 2.7571 2.1798  0.205
14 H -1.4984 2.2094 2.1315  0.216
15 H 1.0964 -0.3194 0.4107  0.393
16 H 0.9726 -3.0465 1.5892  0.489
17 H 3.3424 2.0468 -0.1278  0.479
18 H 2.6754 0.9103 0.5133  0.485
19 O 3.5171 1.4080 0.5829  -0.994
20 H -3.5861 0.8480 -0.5285  0.469
21 H -2.4788 0.2304 -1.3116  0.510
22 O -2.8617 0.2290 -0.3867  -1.020
23 H 4.0242 -0.4335 -1.7090  0.468
24 H 3.5749 -1.4308 -0.7224  0.504
25 O 3.8352 -1.3773 -1.6740  -0.976
26 H -3.1582 -0.4204 1.7262  0.468
27 H -3.8124 -0.1631 3.0432  0.465
28 O -2.9675 -0.0444 2.5968  -0.934
29 H -0.1226 0.6768 0.5821  0.383
30 H -2.5620 -2.6967 -2.6698  0.489
31 O -3.3494 -2.4940 -2.1311  -0.990
32 H 2.5147 -0.6691 -2.7586  0.495
33 H 1.2701 0.2480 -2.7713  0.478
34 O 1.7707 -0.3718 -3.3120  -1.000
35 H 3.6740 -0.9147 1.6212  0.483
36 H 2.7771 -2.0657 1.1803  0.499
37 O 3.6731 -1.6717 1.0252  -0.970
38 H -0.5283 2.0669 -2.8910  0.468
39 H -1.0707 0.8350 -2.1784  0.520
40 O -0.2910 1.4940 -2.1548  -1.035
41 H -3.2523 -1.5185 -2.1831  0.503
42 H -2.8652 0.7558 -3.5377  0.454
43 O -2.3372 0.1912 -2.9680  -1.264
44 H 2.3835 3.1723 -1.5089  0.472
45 H 1.7159 1.9401 -2.0675  0.496
46 O 2.5917 2.3420 -1.9457  -0.967
47 H -0.3369 4.0999 -0.4869  0.470
48 H 0.4413 3.1276 0.3835  0.488
49 O 0.3556 4.0682 0.1810  -0.958
50 H -0.6150 -2.3744 -0.2182  0.460
51 H -0.1809 -2.0417 -1.6077  0.509
52 O 0.1571 -2.0051 -0.6653  -1.015
53 H 0.1172 -1.6142 -3.6234  0.509
54 H -1.2730 -1.0193 -3.4396  0.526
55 O -0.7150 -1.8037 -3.1435  -1.038
56 H -2.8726 -2.5408 -0.2116  0.498
57 H -2.7898 -1.3532 0.7442  0.458
58 O -2.9757 -2.3021 0.7239  -0.978


(4)
C4H38NO16 | the ωB97M-V functional and the def2-TZVPD basis

Values from the calculation:
Energy above the lowest of the compared OMol25 structures with the same formula, charge and spin in eV: 6.648
LUMO in eV: -2.4108
Net charge: +1
Kohn-Sham gap in eV: 10.13
Calculated total energy in eV: -39005.5680

Last column: natural (NBO) charge in e.
Cartesian coordinates (Å):
1 O -0.8876 3.0951 -0.5943  -0.532
2 C -1.1999 2.0250 -0.1653  0.411
3 C -0.1499 0.9182 -0.6253  -0.175
4 C -1.0214 -0.2048 -1.2341  0.028
5 C -0.2444 -1.2868 -2.0840  -0.623
6 O -1.8180 0.3695 -2.2857  -0.803
7 N 0.7695 1.5739 -1.6568  -0.822
8 H -2.1768 1.9071 0.2436  0.198
9 H 0.3184 0.5339 0.3141  0.262
10 H -1.8087 -0.8448 -0.7260  0.280
11 H -0.1116 -2.1502 -1.4694  0.216
12 H -0.8078 -1.5764 -3.0431  0.264
13 H 0.7392 -0.8353 -2.3941  0.183
14 H -1.2073 1.8683 3.0886  0.494
15 H 1.2303 0.7585 -2.3241  0.478
16 H 1.3221 2.2866 -1.0814  0.491
17 H 0.2245 2.0597 -2.4369  0.474
18 H 0.9766 1.3390 2.3689  0.471
19 H 1.3422 1.2253 3.7463  0.501
20 O 0.5713 1.3103 3.2348  -0.953
21 H 2.4665 3.8833 0.8427  0.511
22 H 2.7233 2.2994 0.6716  0.498
23 O 2.2040 3.0583 0.4017  -0.986
24 H -3.8557 -1.6962 -2.5992  0.460
25 H -2.7951 -0.9405 -3.0494  0.460
26 O -3.0396 -1.8015 -3.1286  -0.929
27 H 1.7416 -0.8254 1.7942  0.497
28 H 1.0040 -2.0760 1.1135  0.512
29 O 1.6258 -1.2771 0.9602  -1.049
30 H -0.8760 -0.2234 3.2226  0.495
31 H -0.7791 -1.4518 4.0911  0.440
32 O -1.3184 -0.9462 3.7449  -0.943
33 H 3.3680 -0.4318 2.7129  0.522
34 H 2.4846 -1.4932 3.5191  0.488
35 O 2.4986 -0.5678 3.2589  -0.991
36 H -4.7076 0.0316 0.0911  0.482
37 H -2.6170 1.7801 3.4449  0.476
38 O -2.0683 1.7094 2.7119  -0.973
39 H 3.5275 -0.1698 0.2357  0.508
40 H 4.6894 0.4216 0.9610  0.470
41 O 3.8426 0.2274 1.0597  -0.991
42 H -3.5883 0.2464 0.9603  0.494
43 H -2.6884 0.6889 -1.9874  0.497
44 O -3.7983 0.2610 -0.0190  -0.966
45 H -1.1458 1.5771 -3.9998  0.488
46 H -1.8786 2.5050 -3.0425  0.495
47 O -1.0450 2.4553 -3.5909  -0.934
48 H 0.3441 -4.2049 2.7523  0.511
49 H -0.4016 -3.6992 1.3933  0.485
50 O 0.1299 -3.4818 2.0738  -0.978
51 H 4.1262 -1.5619 -1.1811  0.479
52 H 2.6172 -1.4390 -0.7867  0.521
53 O 3.4173 -0.9952 -1.2574  -0.967
54 H -2.8364 -2.3916 1.8365  0.531
55 H -3.4888 -3.3632 0.5114  0.494
56 O -3.1372 -2.5881 0.8494  -1.022
57 H 1.8243 1.1290 -4.1350  0.487
58 H 3.1020 0.3886 -3.7865  0.505
59 O 2.2676 0.5912 -3.5270  -0.921